1.
Below is a 9-piece molecular cluster, C22H51BF4N4O4 overall in a non-equilibrium geometry, with properties calculated with ωB97M-V with the def2-TZVPD basis set.

Each line ends with the Mulliken charge.
Cartesian coordinates (Å):
C1 -1.17286 -0.45170 -2.17062  -1.622
C2 -2.11286 -0.67470 -3.37362  -0.649
C3 -1.22886 -1.23970 -4.67162  -1.365
N1 -1.88186 -2.26970 -5.63962  0.836
C4 -2.89786 -1.63070 -6.42162  -0.938
C5 -2.37686 -3.41670 -4.97762  -0.752
C6 -2.28686 -4.67270 -5.94762  -0.661
C7 -1.47386 -4.12470 -7.19662  -0.588
C8 -0.99786 -2.75770 -6.59162  -1.184
H1 -0.54186 0.25730 -2.48962  0.559
H2 -0.61886 -1.48670 -1.71862  0.183
H3 -1.80586 -0.18470 -1.43062  0.675
H4 -2.74386 0.01130 -3.59062  0.772
H5 -2.62286 -1.55570 -2.95762  0.311
H6 -0.36186 -1.65870 -4.18062  0.491
H7 -0.76286 -0.44570 -5.13762  0.720
H8 -3.65386 -1.23070 -5.77862  0.432
H9 -3.63886 -2.34270 -7.08262  0.286
H10 -2.55286 -0.66570 -6.95962  0.350
H11 -3.36386 -3.21270 -4.60162  0.530
H12 -1.77886 -3.81970 -4.03562  0.293
H13 -3.25586 -4.71770 -6.35862  0.289
H14 -2.01286 -5.57070 -5.44962  0.451
H15 -2.04986 -3.89970 -8.17362  0.273
H16 -0.72786 -4.93170 -7.72062  0.326
H17 -0.84186 -2.25470 -7.39962  0.561
H18 0.01914 -3.09870 -6.36662  0.414
B1 0.32514 0.52630 1.37438  0.866
F1 0.34114 1.39730 0.35038  -0.624
F2 1.53414 0.24630 1.90338  -0.189
F3 -0.45986 1.02930 2.30938  -0.426
F4 -0.27186 -0.71370 0.97638  -0.462
C9 -3.53086 -1.08670 2.65338  -0.178
C10 -4.56186 -0.97670 1.53238  0.253
N2 -5.48086 -0.76770 0.80038  -0.519
H19 -3.80486 -0.33070 3.33638  0.305
H20 -3.65586 -2.04570 2.99238  0.461
H21 -2.70586 -1.06270 2.42038  -0.288
C11 -0.35786 -0.75770 5.48638  -0.733
C12 -1.17086 -1.97070 5.30838  0.135
N3 -1.87786 -2.82470 5.25738  -0.443
H22 0.28214 -0.86670 6.20738  0.684
H23 0.03614 -0.46070 4.59438  -0.031
H24 -1.07886 -0.10470 5.96938  0.380
C13 2.85514 3.72830 0.80738  -0.181
C14 4.21714 3.00330 1.25838  0.346
N4 5.20914 2.51630 1.55338  -0.489
H25 2.50814 3.45230 -0.13462  0.292
H26 2.14514 3.40830 1.51638  -0.287
H27 2.83414 4.88830 1.12638  0.331
C15 4.55614 -0.36070 -1.52462  -1.694
C16 3.23514 0.21130 -1.11862  0.709
O1 2.23514 -0.82170 -1.08662  -0.652
H28 5.30014 0.41130 -1.61362  0.426
H29 4.48914 -0.59370 -2.54762  0.419
H30 4.93614 -0.98270 -0.83162  0.449
H31 2.96914 0.98330 -1.81462  0.232
H32 3.17214 0.53230 -0.03862  -0.260
H33 1.37214 -0.66470 -0.65062  0.156
C17 -3.42886 4.56730 0.74638  -1.335
C18 -2.64186 3.25330 0.92538  -0.091
O2 -1.48286 3.37130 0.27638  -0.569
H34 -3.10986 5.31230 1.35738  0.432
H35 -4.54786 4.49330 1.28338  0.284
H36 -3.59186 4.80630 -0.33262  0.299
H37 -3.09686 2.50030 0.55938  0.477
H38 -2.65486 3.04630 2.02038  0.148
H39 -0.97286 2.56630 0.53138  0.392
C19 5.36214 -0.79570 4.35538  -1.264
C20 3.93114 -0.31270 4.19538  0.511
O3 3.15014 -1.43670 3.73838  -0.557
H40 5.88414 0.11430 4.80638  0.285
H41 6.02614 -1.16570 3.58338  0.314
H42 5.40114 -1.60170 5.02638  0.369
H43 3.93414 0.54330 3.49738  -0.070
H44 3.36414 0.14230 5.00738  0.099
H45 2.54814 -1.12370 3.27038  0.323
C21 1.59914 2.81430 5.94338  -1.226
C22 1.06014 2.86530 4.45338  1.101
O4 -0.27286 2.67330 4.58738  -0.574
H46 2.70914 2.72730 5.76438  0.327
H47 1.17014 2.03030 6.38638  0.315
H48 1.35014 3.73430 6.55138  0.281
H49 1.43014 2.03030 4.02638  -0.602
H50 1.47114 3.65830 3.68538  0.037
H51 -0.44086 2.29030 3.80338  0.316

The net charge is 0. As for the energy above the lowest of the compared OMol25 structures with the same formula, charge and spin: 518.9 kJ/mol.

=====

2.
Below is a 2-piece molecular cluster, C6H12O2 overall in a non-equilibrium geometry, with properties calculated with ωB97M-V with the def2-TZVPD basis set.

Each line ends with the Mulliken charge.
Cartesian coordinates (Å):
C1 -0.47335 -0.08791 -1.66433  -0.993
C2 -0.70547 -0.68831 -0.50018  1.076
C3 -1.77240 -0.27392 0.47131  -1.609
C4 -0.14572 -2.11176 -0.25814  -0.639
O1 -1.15983 -3.09349 -0.20112  -0.520
H1 0.06036 -0.57840 -2.46149  0.276
H2 -0.75207 0.93727 -1.84209  0.332
H3 -1.48986 -0.54618 1.48923  0.340
H4 -1.91400 0.80222 0.41767  0.425
H5 -2.73208 -0.73960 0.24538  0.377
H6 0.49768 -2.41885 -1.08484  0.361
H7 0.44851 -2.13350 0.67084  0.261
H8 -1.75840 -2.86483 0.51864  0.318
C5 2.18037 1.54358 0.50633  -0.749
C6 1.04634 2.47549 0.76741  0.137
O2 -0.08585 2.35442 0.35242  -0.445
H9 2.89238 2.01321 -0.17348  0.288
H10 2.70448 1.36059 1.44380  0.313
H11 1.81408 0.62652 0.04738  0.126
H12 1.34484 3.42344 1.25526  0.323

The net charge is 0. As for the energy above the lowest of the compared OMol25 structures with the same formula, charge and spin: 220.3 kJ/mol.

=====

3.
Below is a 13-piece molecular cluster, H26O13 overall in a non-equilibrium geometry, with properties calculated with ωB97M-V with the def2-TZVPD basis set.

Each line ends with the Mulliken charge.
Cartesian coordinates (Å):
H1 1.35344 0.61533 -0.21892  0.312
H2 0.36162 1.11204 0.84143  0.300
H3 -2.89052 0.94989 4.37778  0.326
H4 -1.70854 0.18765 3.99657  0.255
H5 5.04690 -0.38204 -3.56436  0.320
H6 5.50902 0.24361 -2.30659  0.293
H7 1.23292 -2.02111 -1.68093  0.302
H8 1.79993 -3.20178 -0.94564  0.322
H9 -0.26668 -1.95459 2.07992  0.418
H10 -0.86510 -1.73380 3.45398  0.257
H11 2.73848 5.59566 2.41125  0.322
H12 1.46095 5.07693 1.76875  0.318
H13 -3.19088 0.66892 -1.56951  0.339
H14 -2.46897 0.34215 -2.98559  0.289
H15 -1.51963 2.24330 -2.71560  0.335
H16 -2.46528 3.14388 -3.50835  0.248
H17 1.52222 -0.57018 1.40007  0.240
H18 1.69445 -1.62450 2.47761  0.333
H19 3.52132 -0.84698 0.09308  0.333
H20 5.03251 -0.97134 0.24078  0.290
H21 -1.75395 -4.49607 1.20577  0.265
H22 -0.94784 -3.17291 1.08728  0.338
H23 -3.79279 2.60508 -0.12540  0.243
H24 -2.67416 3.36598 -0.60445  0.286
H25 -2.59088 -1.86750 -1.66243  0.305
H26 -1.24748 -1.81186 -2.57613  0.263
O1 0.95164 1.39731 0.13810  -0.625
O2 -2.50814 -0.00264 4.44537  -0.591
O3 4.79895 0.28556 -2.88203  -0.608
O4 2.10456 -2.35784 -1.32478  -0.623
O5 -0.57672 -2.43077 2.93821  -0.647
O6 1.78564 5.66322 2.46043  -0.640
O7 -3.12889 0.05020 -2.36672  -0.580
O8 -2.49339 2.42768 -2.87506  -0.630
O9 1.31210 -1.50104 1.60390  -0.561
O10 4.31887 -0.37738 0.47716  -0.636
O11 -1.51568 -3.82871 0.60812  -0.610
O12 -3.20925 2.60446 -0.85438  -0.511
O13 -2.20107 -2.11703 -2.48961  -0.587

The net charge is 0. As for the energy above the lowest of the compared OMol25 structures with the same formula, charge and spin: 539.5 kJ/mol.

=====

4.
Below is a 11-piece molecular cluster, C32H93N15O11 overall in a non-equilibrium geometry, with properties calculated with ωB97M-V with the def2-TZVPD basis set.

Each line ends with the Mulliken charge.
Cartesian coordinates (Å):
C1 5.93551 -0.46421 -0.68076  -0.870
O1 5.80522 -0.01069 0.64799  -0.443
C2 4.44612 0.08116 1.08309  -0.118
C3 4.51537 0.26343 2.58838  1.061
C4 3.12778 0.58637 3.19032  -0.860
N1 5.47296 1.31189 2.97420  -0.733
H1 5.12578 -0.22811 -1.38547  0.307
H2 5.98530 -1.54501 -0.86292  0.278
H3 6.81630 -0.04139 -1.16348  0.346
H4 3.95050 0.92487 0.57925  0.604
H5 3.84458 -0.75543 0.71766  -0.318
H6 4.84212 -0.68608 3.01570  -0.153
H7 2.37708 0.16905 2.50130  -0.110
H8 2.86727 1.64624 3.24945  0.178
H9 2.74835 0.16910 4.12599  0.346
H10 5.63542 1.30625 3.97323  0.297
H11 4.98743 2.18378 2.78424  0.236
C5 -6.03380 -2.76613 4.96919  -0.789
O2 -5.43131 -2.01904 3.92221  -0.305
C6 -4.00538 -2.10004 4.04650  -0.810
C7 -3.37474 -1.24479 2.95417  1.226
C8 -3.17185 -1.96213 1.65195  -1.345
N2 -2.06490 -0.76908 3.45009  -0.799
H12 -5.91394 -2.27901 5.94004  0.294
H13 -5.57160 -3.75528 5.06671  0.322
H14 -7.06502 -2.93889 4.66905  0.249
H15 -3.77111 -1.57147 4.97684  0.328
H16 -3.67465 -3.13812 3.99079  0.416
H17 -3.99798 -0.37339 2.71523  0.051
H18 -2.56996 -2.87365 1.71600  0.421
H19 -2.80492 -1.30869 0.86074  -0.175
H20 -4.14382 -2.37561 1.35589  0.478
H21 -1.60084 -0.25015 2.70741  -0.028
H22 -2.29901 -0.02893 4.11262  0.310
C9 1.87084 7.48505 -2.15074  -0.663
O3 2.87678 7.09152 -1.24329  -0.409
C10 2.50192 5.93360 -0.51949  0.182
C11 3.04667 5.86179 0.90513  0.358
C12 2.54394 4.65715 1.70892  -0.952
N3 2.70348 7.09751 1.64515  -0.784
H23 0.89235 7.68524 -1.69636  0.178
H24 1.66695 6.73668 -2.92100  0.327
H25 2.21446 8.43803 -2.54845  0.363
H26 1.40832 5.84464 -0.49308  -0.456
H27 2.77968 4.99843 -1.02508  0.399
H28 4.13403 5.75088 0.88321  0.278
H29 2.70746 3.72216 1.17130  0.037
H30 1.46234 4.77511 1.84018  0.197
H31 2.97622 4.65046 2.70693  0.344
H32 1.69730 7.17218 1.76471  0.264
H33 2.93964 7.79568 0.93891  0.342
C13 0.19824 1.67201 1.77472  -0.914
O4 -0.01160 0.39651 1.26871  0.055
C14 -0.28775 0.21818 -0.09541  -0.801
C15 -0.20573 -1.21204 -0.56285  1.479
C16 1.25677 -1.65266 -0.65553  -0.663
N4 -0.85714 -1.43448 -1.88135  -0.020
H34 -0.65551 2.35179 1.67504  0.376
H35 1.09944 2.15471 1.38864  0.137
H36 0.37996 1.59172 2.84892  0.364
H37 -1.28216 0.68002 -0.21143  -0.206
H38 0.36952 0.84814 -0.71088  0.903
H39 -0.61510 -1.96982 0.11450  0.067
H40 1.84780 -0.97441 -1.27785  0.520
H41 1.34167 -2.69883 -0.94753  -0.581
H42 1.74803 -1.62839 0.32152  -0.289
H43 -0.83508 -2.42238 -2.10943  -0.208
H44 -1.82219 -1.22751 -1.60904  -0.029
C17 2.20484 -8.09601 -5.08496  -0.761
O5 1.22978 -7.15060 -4.68644  -0.334
C18 1.83825 -5.88452 -4.48740  -1.021
C19 0.78241 -4.84704 -4.15511  0.200
C20 1.41148 -3.48829 -4.41749  -1.172
N5 0.39975 -4.89724 -2.72002  -0.512
H45 1.67474 -9.03443 -5.27319  0.259
H46 2.88667 -8.23259 -4.24200  0.321
H47 2.70893 -7.95543 -6.04639  0.302
H48 2.56968 -5.83683 -3.66839  0.302
H49 2.34739 -5.59344 -5.41143  0.534
H50 -0.08758 -5.04618 -4.78336  0.678
H51 1.83965 -3.26574 -5.38990  0.470
H52 2.07757 -3.24315 -3.58541  0.363
H53 0.62901 -2.73068 -4.27060  0.055
H54 1.22723 -4.69708 -2.16109  -0.227
H55 0.29271 -5.89242 -2.50998  0.392
C21 1.44219 -5.74409 0.36064  -0.905
O6 2.23535 -4.63066 0.69535  -0.238
C22 2.87189 -4.69133 1.97461  -1.368
C23 3.70468 -3.42057 2.12181  2.595
C24 5.02774 -3.47792 1.33926  -1.401
N6 3.98790 -3.37612 3.55082  -0.735
H56 0.44446 -5.59452 0.78560  0.301
H57 1.76973 -6.67233 0.84599  0.492
H58 1.44789 -5.94228 -0.70284  0.159
H59 2.06950 -4.75981 2.71582  0.401
H60 3.47099 -5.60909 1.94480  0.438
H61 3.18702 -2.54919 1.72685  -1.230
H62 5.48230 -4.46342 1.23748  0.336
H63 5.74387 -2.81550 1.82708  0.457
H64 4.80775 -3.04930 0.35808  0.112
H65 4.66126 -2.67278 3.82566  0.299
H66 4.37653 -4.25086 3.88311  0.270
C25 -2.35419 7.42940 -2.30348  -0.499
O7 -2.60269 7.16593 -0.96008  -0.451
C26 -2.13568 5.94948 -0.38481  -0.246
C27 -3.00530 4.76282 -0.79275  0.222
C28 -4.42951 5.09383 -0.29924  -1.499
N7 -2.44970 3.57182 -0.23242  0.038
H67 -2.79099 6.68837 -2.98113  0.293
H68 -1.28344 7.49744 -2.53868  0.068
H69 -2.75364 8.40774 -2.56727  0.299
H70 -1.10596 5.88383 -0.75788  -0.021
H71 -2.07624 5.97094 0.70597  0.386
H72 -2.94111 4.76298 -1.88421  0.364
H73 -5.15970 4.31256 -0.52710  0.378
H74 -4.76623 6.02787 -0.74268  0.379
H75 -4.42074 5.11308 0.79388  0.285
H76 -2.78158 2.71463 -0.65756  -0.013
H77 -2.62769 3.47332 0.76355  -0.036
N8 -1.46724 3.40321 4.55363  -0.276
C29 -2.81608 3.36176 4.31627  0.677
N9 -3.57390 3.51836 5.44609  -0.459
O8 -3.35580 2.97699 3.27889  -0.570
H78 -1.20040 3.89961 5.37819  0.174
H79 -0.85497 2.96677 3.89318  0.164
H80 -3.17667 3.95268 6.25825  0.124
H81 -4.54383 3.27617 5.50110  0.211
N10 -5.62448 -0.28176 -0.21968  -0.266
C30 -5.00494 -0.51855 -1.40318  0.515
N11 -5.85517 -0.87644 -2.40603  -0.405
O9 -3.79949 -0.37918 -1.63568  -0.750
H82 -6.59799 -0.30476 -0.00547  0.171
H83 -4.97060 0.07140 0.46570  0.123
H84 -5.33714 -0.80077 -3.26964  0.257
H85 -6.62788 -1.50047 -2.28920  0.204
N12 0.41457 0.32951 -4.00572  -0.149
C31 0.13708 1.65170 -4.14725  0.425
N13 -0.60817 2.12659 -3.08546  -0.113
O10 0.58882 2.30983 -5.07791  -0.720
H86 0.04507 -0.27052 -3.26850  0.188
H87 1.05133 -0.08090 -4.66543  0.147
H88 -0.88485 1.49310 -2.36566  0.204
H89 -0.65255 3.12188 -2.95957  0.105
N14 -2.43519 -4.69369 -2.22567  -0.190
C32 -3.17688 -3.99845 -3.11008  0.486
N15 -2.49660 -3.47858 -4.16026  -0.314
O11 -4.39518 -3.81759 -2.96587  -0.696
H90 -1.43025 -4.75869 -2.43594  0.343
H91 -2.92875 -5.10874 -1.45904  0.190
H92 -3.07763 -2.82068 -4.65307  0.177
H93 -1.50324 -3.52988 -4.24939  0.156

The net charge is 0. As for the energy above the lowest of the compared OMol25 structures with the same formula, charge and spin: 315.9 kJ/mol.

=====

These records have electronic energy values of -49329.3923, -10510.0240, -27036.3556, -79565.0995 eV, in the order they appear.